This record from OMol25 describes an isolated ion of composition C3H3O3 and charge -1. The level of theory is ωB97M-V with the def2-TZVPD basis set.

Atoms and positions in Å:
C: 0.3014 -0.1545 0.0823
C: -0.8121 -0.2037 -0.5768
C: 0.6024 0.5365 1.4542
O: 0.1411 1.6692 1.5744
O: 1.4459 -0.0428 2.1608
O: -0.9095 -0.7870 -1.8866
H: 1.1937 -0.6166 -0.1365
H: -1.7576 0.1117 -0.2842
H: -0.2052 -0.5127 -2.3875

Summary:
2S+1 ... 3
Kohn-Sham gap (alpha / beta) ... 4.4 / 6.3 eV
Strongest force on any atom ... 10.8 eV/Å
Energy above the lowest of the compared OMol25 structures with the same formula, charge and spin ... 0.032 eV
HOMO energy (alpha / beta) ... -0.47 / -4.13 eV
Charge ... -1

Partial charges, Mulliken, in e:
1 C -0.74
2 C -0.10
3 C 0.48
4 O -0.63
5 O -0.71
6 O -0.43
7 H 0.37
8 H 0.52
9 H 0.25